Record 1
A 2-piece molecular cluster, C22H27F2 overall at a distorted geometry. Source: the OMol25 dataset; level of theory: ωB97M-V/def2-TZVPD.

```
51
Properties=species:S:1:pos:R:3
C -0.831 -0.988 0.394
C -0.480 -0.250 1.703
C -1.278 1.051 1.781
C -0.939 -1.181 2.846
C 1.037 0.005 1.747
C 1.933 -1.192 1.921
C 1.660 1.215 1.586
H -0.345 -1.970 0.366
H -1.914 -1.158 0.303
H -0.490 -0.428 -0.485
H -1.021 1.618 2.682
H -1.098 1.692 0.914
H -2.358 0.839 1.837
H -0.651 -0.805 3.834
H -2.032 -1.285 2.847
H -0.534 -2.193 2.734
H 1.409 -2.151 1.972
H 2.645 -1.262 1.087
H 2.567 -1.115 2.817
H 2.753 1.162 1.458
H 1.133 2.052 1.103
C 4.092 1.123 8.320
C 3.599 1.446 6.949
C 4.489 1.586 5.881
F 5.806 1.217 6.064
C 4.120 2.051 4.633
C 2.762 2.342 4.342
C 2.380 2.824 3.037
C 3.302 3.700 2.325
C 4.341 4.479 2.930
C 5.068 5.383 2.176
F 5.899 6.259 2.825
C 4.984 5.464 0.786
C 5.876 6.385 0.032
C 4.035 4.633 0.174
C 3.189 3.823 0.918
C 1.821 2.036 5.364
C 2.237 1.678 6.646
H 3.324 0.602 8.911
H 5.011 0.519 8.288
H 4.349 2.033 8.885
H 4.906 2.211 3.895
H 1.309 3.029 2.898
H 4.559 4.415 3.993
H 5.510 6.497 -0.995
H 5.915 7.388 0.482
H 6.910 6.003 -0.013
H 3.968 4.634 -0.916
H 2.427 3.241 0.413
H 0.746 2.114 5.133
H 1.498 1.526 7.434
```

Computed properties:
Kohn-Sham gap = 6.8 eV
Net charge = +1
Energy = -1053.92571 Ha
Molar mass = 329.45 g mol⁻¹

Löwdin population analysis, charges in e, atoms 1 to 4:
1 C -0.035
2 C -0.559
3 C -0.056
4 C -0.046

Record 2
C22H27F2N4O3RuS2Se as an isolated structure. Source: the OMol25 dataset; level of theory: ωB97M-V/def2-TZVPD.

```
62
Properties=species:S:1:pos:R:3
Ru 0.589 -0.592 -1.304
C -3.673 -2.296 -1.966
C -2.366 -1.566 -1.869
N -1.246 -2.146 -1.643
O -1.344 -3.518 -1.392
C -2.352 -0.119 -2.037
C -3.544 0.629 -2.547
N -1.254 0.512 -1.668
O -1.207 1.786 -1.761
H -3.528 -3.363 -1.840
H -4.126 -2.109 -2.942
H -4.364 -1.929 -1.203
H -0.424 -3.823 -1.459
H -4.395 0.556 -1.859
H -3.870 0.263 -3.527
H -3.253 1.673 -2.635
F 1.148 -2.589 0.812
C 1.764 -1.373 0.347
F 1.849 -0.627 1.551
H 2.791 -1.675 0.147
O -2.938 -0.576 1.578
S -1.576 -1.211 1.502
C -0.940 -1.212 3.228
C -1.188 -2.589 3.856
C -2.304 -3.235 3.036
C -1.874 -3.000 1.596
H -1.526 -0.421 3.701
H 0.113 -0.926 3.199
H -1.443 -2.509 4.915
H -0.285 -3.196 3.774
H -3.247 -2.711 3.214
H -2.449 -4.293 3.264
H -2.605 -3.247 0.830
H -0.925 -3.486 1.361
S 1.798 -4.987 -2.344
C 1.582 -3.370 -2.581
N 1.418 -2.228 -2.773
Se 1.937 1.367 -2.220
C 3.623 0.988 -3.008
C 3.946 -0.247 -3.581
C 5.181 -0.419 -4.185
N 6.131 0.522 -4.272
C 5.817 1.697 -3.716
C 4.615 1.974 -3.089
H 3.231 -1.058 -3.545
H 5.431 -1.378 -4.633
H 6.585 2.465 -3.778
H 4.430 2.954 -2.664
C -0.084 2.193 1.190
C -0.023 3.309 2.033
C -0.237 3.204 3.433
C -0.170 4.311 4.254
C 0.110 5.573 3.725
C 0.319 5.704 2.349
C 0.258 4.604 1.519
H 0.066 2.277 0.118
H -0.304 1.213 1.587
H -0.453 2.225 3.847
H -0.335 4.200 5.319
H 0.162 6.440 4.374
H 0.533 6.680 1.931
H 0.426 4.704 0.453
```

Computed properties:
Spin multiplicity = 6
Kohn-Sham gap (alpha / beta) = 4.8 / 6.2 eV
Net charge = -2
Energy = -4791.53758 Ha
Molar mass = 677.64 g mol⁻¹

Löwdin population analysis, charges in e, atoms 1 to 4:
1 Ru 0.926
2 C -0.024
3 C -0.327
4 N -0.065

Record 3
A 3-piece molecular cluster, C22H27FN2O7 overall at a distorted geometry. Source: the OMol25 dataset; level of theory: ωB97M-V/def2-TZVPD.

```
59
Properties=species:S:1:pos:R:3
C 0.081 1.047 2.533
C -0.613 0.971 1.028
O -0.164 1.708 -0.024
N -1.824 0.103 0.754
C -1.414 -1.228 0.088
C -1.021 -2.236 1.319
C -0.744 -3.794 0.888
C -1.096 -4.193 -0.638
C -0.089 -3.821 -1.828
C -0.595 -4.023 -3.410
C 0.455 -3.691 -4.669
C 2.022 -3.166 -4.420
F 3.001 -2.904 -5.499
C 2.472 -2.970 -2.865
C 1.432 -3.285 -1.644
C 2.303 -2.942 -0.342
O 2.150 -2.384 0.845
N 3.720 -3.342 -0.805
C 3.855 -2.535 -2.115
O 4.873 -1.733 -2.506
H -0.279 2.034 3.050
H -0.286 0.129 3.185
H 1.257 1.031 2.345
H -2.350 -0.105 1.656
H -2.417 -1.613 -0.434
H -0.542 -1.045 -0.677
H -1.946 -2.207 2.074
H -0.134 -1.724 1.908
H -1.480 -4.438 1.578
H 0.330 -4.202 1.163
H -1.281 -5.373 -0.662
H -2.165 -3.727 -0.895
H -1.706 -4.419 -3.593
H 0.051 -3.858 -5.755
H 4.275 -2.691 -0.175
O 3.075 4.309 1.748
C 3.427 3.739 0.729
C 3.144 4.202 -0.668
C 3.444 2.967 -1.479
C 4.494 2.275 -0.649
O 4.179 2.599 0.704
H 3.821 5.025 -0.915
H 2.102 4.511 -0.778
H 3.775 3.182 -2.498
H 2.546 2.340 -1.539
H 5.504 2.637 -0.869
H 4.470 1.189 -0.783
O -4.507 0.798 3.326
C -4.417 1.918 2.851
C -5.385 2.534 1.887
C -4.600 3.706 1.354
C -3.695 4.049 2.509
O -3.429 2.808 3.161
H -6.276 2.857 2.433
H -5.650 1.834 1.092
H -5.225 4.543 1.034
H -3.999 3.384 0.495
H -4.174 4.725 3.225
H -2.756 4.498 2.172
```

Computed properties:
SMILES = CC(=O)NCCCCc1ccc(F)c2c1C(=O)NC2=O.O=C1CCCO1.O=C1CCCO1
Kohn-Sham gap = 7.8 eV
Energy = -1590.10413 Ha
Molar mass = 450.46 g mol⁻¹

Löwdin population analysis, charges in e, atoms 1 to 4:
1 C -0.025
2 C -0.309
3 O -0.087
4 N -0.031

Record 4
One molecule with the formula C22H27N3O3. Source: the OMol25 dataset; level of theory: ωB97M-V/def2-TZVPD.

```
55
Properties=species:S:1:pos:R:3
C -3.224 2.059 3.162
C -1.707 2.063 3.312
O -1.018 2.730 2.259
C -1.126 2.174 0.988
N -0.297 0.983 0.808
C -0.864 -0.229 0.961
O -2.055 -0.358 1.191
C 0.052 -1.459 0.870
N -0.317 -2.337 -0.206
C -1.344 -3.259 -0.262
C -2.246 -3.587 0.887
O -3.379 -2.770 0.990
N -1.411 -3.868 -1.407
C -0.399 -3.361 -2.176
C -0.011 -3.675 -3.473
C 1.096 -3.032 -3.983
C 1.819 -2.110 -3.224
C 1.448 -1.781 -1.935
C 0.316 -2.399 -1.427
C 1.043 1.207 0.362
C 2.080 1.289 1.297
C 1.806 1.136 2.761
C 3.366 1.533 0.838
C 3.618 1.698 -0.513
C 2.581 1.626 -1.422
C 1.277 1.385 -1.003
C 0.177 1.322 -2.027
C -0.093 2.694 -2.648
H -3.578 3.054 2.903
H -3.672 1.758 4.104
H -3.537 1.352 2.398
H -1.342 1.033 3.413
H -1.417 2.626 4.203
H -2.159 1.901 0.745
H -0.764 2.945 0.303
H 1.093 -1.162 0.733
H -0.049 -1.995 1.822
H -2.619 -4.601 0.726
H -1.662 -3.568 1.824
H -3.087 -1.845 1.085
H -0.562 -4.404 -4.044
H 1.426 -3.252 -4.988
H 2.695 -1.646 -3.652
H 2.028 -1.078 -1.356
H 2.732 1.169 3.328
H 1.302 0.194 2.972
H 1.160 1.945 3.098
H 4.177 1.596 1.548
H 4.625 1.882 -0.855
H 2.778 1.746 -2.477
H -0.742 0.938 -1.582
H 0.474 0.630 -2.819
H -0.403 3.412 -1.891
H 0.801 3.079 -3.133
H -0.883 2.616 -3.391
```

Computed properties:
SMILES = CCOCN(C(=O)Cn1c(CO)nc2ccccc21)c1c(C)cccc1CC
Kohn-Sham gap = 9.0 eV
Energy = -1244.55286 Ha
Molar mass = 381.48 g mol⁻¹

Löwdin population analysis, charges in e, atoms 1 to 4:
1 C -0.066
2 C -0.254
3 O -0.115
4 C -0.152

Record 5
One molecule with the formula C22H27N3O5S. Source: the OMol25 dataset; level of theory: ωB97M-V/def2-TZVPD.

```
58
Properties=species:S:1:pos:R:3
C -0.762 3.425 -4.151
O -1.921 2.930 -3.515
C -1.840 2.594 -2.206
C -2.954 1.943 -1.669
C -2.971 1.558 -0.347
C -1.877 1.795 0.479
C -1.891 1.378 1.929
N -2.402 0.037 2.130
C -1.605 -1.022 2.368
O -0.398 -0.929 2.489
C -2.390 -2.329 2.537
N -1.622 -3.531 2.366
C -0.586 -3.829 3.325
S -1.373 -3.966 0.773
O -2.656 -3.881 0.135
O -0.689 -5.226 0.788
C -0.306 -2.712 0.080
C -0.833 -1.756 -0.763
C -0.043 -0.714 -1.230
C 1.266 -0.655 -0.787
C 1.792 -1.629 0.070
C 1.015 -2.678 0.497
C 3.218 -1.294 0.386
C 3.297 0.182 -0.041
C 2.984 1.090 1.150
N 2.239 0.317 -1.047
C 2.224 1.181 -2.095
C 3.420 2.104 -2.213
O 1.320 1.207 -2.907
C -0.778 2.448 -0.055
C -0.754 2.858 -1.376
H -0.496 4.419 -3.775
H 0.078 2.738 -4.019
H -1.016 3.498 -5.207
H -3.795 1.752 -2.316
H -3.850 1.065 0.043
H -0.875 1.389 2.329
H -2.509 2.073 2.512
H -3.383 -0.114 1.961
H -2.834 -2.333 3.540
H -3.189 -2.381 1.794
H 0.143 -3.020 3.411
H -0.102 -4.740 2.985
H -1.045 -4.009 4.300
H -1.869 -1.838 -1.052
H -0.439 0.031 -1.899
H 1.397 -3.453 1.141
H 3.454 -1.424 1.440
H 3.895 -1.920 -0.201
H 4.268 0.433 -0.470
H 3.781 1.031 1.886
H 2.052 0.767 1.610
H 2.878 2.126 0.837
H 3.233 2.800 -3.026
H 4.314 1.530 -2.449
H 3.589 2.660 -1.295
H 0.078 2.648 0.574
H 0.115 3.370 -1.754
```

Computed properties:
SMILES = COc1ccc(CNC(=O)CN(C)S(=O)(=O)c2ccc3c(c2)C[C@H](C)N3C(C)=O)cc1
Kohn-Sham gap = 8.9 eV
Energy = -1793.22333 Ha
Molar mass = 445.54 g mol⁻¹

Löwdin population analysis, charges in e, atoms 1 to 4:
1 C -0.076
2 O -0.074
3 C -0.283
4 C 0.004

Record 6
One molecule with the formula C22H27N3O6S. Source: the OMol25 dataset; level of theory: ωB97M-V/def2-TZVPD.

```
59
Properties=species:S:1:pos:R:3
C -4.701 -1.424 1.499
C -4.117 -0.113 0.980
C -5.061 0.528 -0.034
C -2.738 -0.383 0.361
N -2.053 0.826 -0.029
C -0.978 1.295 0.628
O -0.492 0.692 1.582
C -0.409 2.567 0.102
C -1.212 3.506 -0.541
C -0.677 4.669 -1.060
C 0.684 4.909 -0.950
C 1.498 4.009 -0.292
C 0.963 2.845 0.257
N 1.746 1.940 0.966
C 3.079 1.727 0.863
O 3.844 2.383 0.183
C 3.529 0.487 1.634
N 3.493 -0.683 0.785
C 2.285 -1.097 0.175
C 1.745 -0.433 -0.922
C 0.586 -0.903 -1.509
C -0.043 -2.039 -1.019
C 0.485 -2.695 0.097
C 1.651 -2.220 0.680
O -0.106 -3.800 0.641
C -1.409 -4.051 0.164
C -1.470 -3.839 -1.348
O -1.169 -2.495 -1.662
S 4.907 -1.174 0.063
C 5.228 -0.036 -1.309
O 5.948 -1.014 1.035
O 4.662 -2.475 -0.481
H -5.670 -1.251 1.962
H -4.834 -2.130 0.681
H -4.044 -1.871 2.241
H -3.982 0.573 1.823
H -4.699 1.506 -0.346
H -5.159 -0.104 -0.915
H -6.047 0.662 0.402
H -2.095 -0.872 1.097
H -2.845 -1.027 -0.517
H -2.386 1.307 -0.848
H -2.279 3.348 -0.610
H -1.319 5.387 -1.548
H 1.109 5.811 -1.363
H 2.553 4.198 -0.187
H 1.178 1.256 1.476
H 2.896 0.320 2.512
H 4.571 0.590 1.942
H 2.230 0.442 -1.326
H 0.158 -0.410 -2.367
H 2.065 -2.742 1.526
H -1.641 -5.084 0.427
H -2.124 -3.377 0.654
H -2.471 -4.031 -1.736
H -0.749 -4.507 -1.837
H 6.256 -0.190 -1.608
H 4.552 -0.292 -2.113
H 5.078 0.979 -0.960
```

Computed properties:
SMILES = CC(C)CNC(=O)c1ccccc1NC(=O)CN(c1ccc2c(c1)OCCO2)S(C)(=O)=O
Kohn-Sham gap = 9.0 eV
Energy = -1868.46789 Ha
Molar mass = 461.54 g mol⁻¹

Löwdin population analysis, charges in e, atoms 1 to 4:
1 C -0.078
2 C -0.409
3 C -0.073
4 C -0.167

Record 7
One molecule with the formula C22H27N3O6S. Source: the OMol25 dataset; level of theory: ωB97M-V/def2-TZVPD.

```
59
Properties=species:S:1:pos:R:3
C 1.747 -0.276 -3.571
O 0.545 -0.446 -2.859
C -0.614 -0.040 -3.421
C -0.739 0.532 -4.683
C -1.981 0.909 -5.164
C -3.119 0.721 -4.403
C -3.010 0.153 -3.146
C -1.773 -0.220 -2.646
N -1.673 -0.814 -1.361
C -1.297 -2.214 -1.295
C 0.190 -2.534 -1.067
O 0.661 -3.569 -1.505
N 0.853 -1.663 -0.304
C 2.244 -1.819 0.034
C 2.451 -2.229 1.507
C 1.728 -3.534 1.862
C 0.391 -3.060 2.438
C 0.641 -1.591 2.812
O 1.962 -1.254 2.409
C -1.963 -0.159 -0.223
O -1.921 -0.694 0.876
C -2.346 1.319 -0.316
N -1.805 2.010 0.841
S -0.163 2.308 0.554
O -0.103 3.395 -0.375
O 0.490 1.088 0.152
C 0.405 2.813 2.164
C -0.039 4.027 2.653
C 0.362 4.428 3.916
C 1.196 3.612 4.667
C 1.634 2.398 4.161
C 1.238 1.989 2.896
H 2.523 -0.686 -2.927
H 1.734 -0.828 -4.516
H 1.951 0.782 -3.761
H 0.134 0.692 -5.296
H -2.053 1.353 -6.146
H -4.086 1.011 -4.784
H -3.888 -0.009 -2.538
H -1.606 -2.710 -2.217
H -1.842 -2.660 -0.455
H 0.454 -0.766 -0.066
H 2.752 -0.866 -0.137
H 2.669 -2.595 -0.609
H 3.532 -2.296 1.679
H 2.299 -4.080 2.615
H 1.601 -4.167 0.988
H -0.399 -3.122 1.693
H 0.093 -3.648 3.304
H 0.586 -1.419 3.892
H -0.085 -0.938 2.316
H -1.939 1.798 -1.206
H -3.435 1.420 -0.307
H -1.896 1.398 1.648
H -0.680 4.634 2.034
H 0.027 5.373 4.315
H 1.507 3.927 5.652
H 2.285 1.767 4.745
H 1.569 1.050 2.481
```

Computed properties:
SMILES = COc1ccccc1N(CC(=O)NC[C@@H]1CCCO1)C(=O)CNS(=O)(=O)c1ccccc1
Kohn-Sham gap = 9.4 eV
Energy = -1868.44817 Ha
Molar mass = 461.54 g mol⁻¹

Löwdin population analysis, charges in e, atoms 1 to 4:
1 C -0.050
2 O -0.077
3 C -0.194
4 C -0.004

Record 8
One molecule with the formula C22H27N5O3S. Source: the OMol25 dataset; level of theory: ωB97M-V/def2-TZVPD.

```
58
Properties=species:S:1:pos:R:3
C -5.787 -3.401 -0.155
C -6.657 -2.295 -0.736
O -6.049 -1.014 -0.593
C -5.117 -0.699 -1.525
O -4.824 -1.406 -2.461
N -4.582 0.519 -1.289
C -4.919 1.310 -0.125
C -3.821 2.344 0.130
N -2.535 1.686 0.011
C -1.442 2.465 0.568
C -0.161 1.705 0.538
N 0.929 2.159 -0.014
C 1.876 1.187 0.184
C 3.212 1.147 -0.186
C 3.948 0.021 0.156
N 5.297 0.004 -0.219
C 6.249 -0.942 0.011
O 6.072 -1.990 0.604
C 7.579 -0.602 -0.527
C 8.691 -1.391 -0.417
C 9.833 -0.827 -1.017
C 9.583 0.385 -1.579
S 7.948 0.864 -1.386
C 3.360 -1.049 0.847
C 2.032 -1.019 1.218
C 1.294 0.106 0.887
N -0.015 0.465 1.094
C -1.002 -0.299 1.811
C -0.868 -0.101 3.320
C -2.255 1.260 -1.359
C -3.550 1.044 -2.149
H -5.559 -3.194 0.888
H -6.310 -4.351 -0.223
H -4.859 -3.469 -0.716
H -6.844 -2.484 -1.798
H -7.606 -2.216 -0.200
H -5.885 1.810 -0.268
H -5.007 0.642 0.736
H -3.927 2.725 1.148
H -3.921 3.198 -0.559
H -1.272 3.408 0.022
H -1.696 2.709 1.606
H 3.658 1.972 -0.720
H 5.590 0.831 -0.723
H 8.668 -2.342 0.083
H 10.799 -1.300 -1.032
H 10.259 1.035 -2.098
H 3.968 -1.903 1.090
H 1.595 -1.850 1.750
H -1.988 0.019 1.467
H -0.863 -1.356 1.562
H -1.014 0.945 3.581
H 0.121 -0.404 3.657
H -1.613 -0.697 3.841
H -1.693 0.322 -1.306
H -1.633 1.998 -1.887
H -3.895 1.988 -2.586
H -3.392 0.326 -2.954
```

Computed properties:
SMILES = CCOC(=O)N1CCN(Cc2nc3cc(NC(=O)c4cccs4)ccc3n2CC)CC1
Kohn-Sham gap = 8.3 eV
Energy = -1752.28198 Ha
Molar mass = 441.56 g mol⁻¹

Löwdin population analysis, charges in e, atoms 1 to 4:
1 C -0.063
2 C -0.220
3 O -0.012
4 C -0.541